(1)
Below is a 4-piece molecular cluster, C17H31BNO10 overall, with properties calculated with the ωB97M-V functional and the def2-TZVPD basis.

```
60
Properties=species:S:1:pos:R:3
C -0.4579 -1.7266 3.1642
C -0.2711 -2.5688 1.8505
C 0.7980 -3.6807 1.9993
N 1.7103 -3.7806 0.8666
C 2.8878 -2.8396 1.0340
B 2.6256 -1.5334 0.1508
C 2.4154 -1.6144 -1.4488
O 2.5380 -0.2673 0.8197
H -0.2707 -0.6635 2.9992
H -1.5215 -1.8315 3.4349
H 0.1405 -2.1395 3.9807
H -0.0615 -1.8552 1.0462
H -1.2316 -3.0386 1.5962
H 0.2499 -4.6472 2.0570
H 1.3516 -3.5930 2.9558
H 2.1228 -4.7027 0.9439
H 3.7903 -3.3442 0.6177
H 3.3441 -1.9800 -1.9034
H 2.1366 -0.6076 -1.8222
H 1.5716 -2.2605 -1.7066
H 3.2856 0.2926 0.6353
C -1.1591 3.4274 3.0110
C -1.8238 2.7958 1.8081
C -3.1823 3.3471 1.4768
O -3.7841 2.2492 0.7863
C -3.2059 1.1130 1.2707
O -3.5954 0.0187 1.0419
O -2.1362 1.4130 2.0474
H -0.4123 2.7560 3.4340
H -0.6732 4.3620 2.7365
H -1.8852 3.6392 3.8005
H -1.1545 2.8382 0.9482
H -3.1424 4.2317 0.8418
H -3.7852 3.5653 2.3639
C 0.6297 -7.4582 -1.7416
C 1.3387 -6.4025 -2.5595
C 0.8330 -5.0026 -2.3621
O 1.1979 -4.3850 -3.6095
C 1.2136 -5.3604 -4.5463
O 1.3055 -5.1727 -5.7169
O 1.1101 -6.5852 -3.9696
H 0.7471 -8.4423 -2.1982
H 1.0304 -7.4899 -0.7287
H -0.4413 -7.2584 -1.6766
H 2.4187 -6.4619 -2.3908
H 1.2958 -4.4903 -1.5151
H -0.2546 -4.9470 -2.2610
C -0.7060 8.7760 -1.0695
C -0.3773 7.3181 -1.3024
C -1.5645 6.4308 -1.5629
O -1.0745 5.1539 -1.1412
C -0.1357 5.3846 -0.1868
O 0.3436 4.5449 0.4958
O 0.1695 6.7063 -0.1241
H 0.0929 9.2655 -0.5127
H -0.8414 9.2954 -2.0183
H -1.6215 8.8898 -0.4860
H 0.3697 7.2254 -2.0970
H -1.8615 6.4058 -2.6097
H -2.4321 6.6858 -0.9475
```

DFT total energy	-1498.3743	Eh
total charge	-1
gap between HOMO and LUMO	2.689	eV

natural (NBO) population analysis, charges in e, atoms 1 to 6: number 1, C, carries -0.609; number 2, C, carries -0.409; number 3, C, carries -0.229; number 4, N, carries -0.691; number 5, C, carries -0.936; number 6, B, carries 1.004

***

(2)
Below is a 2-piece molecular cluster, C14H20NOS2 overall, with properties calculated with the ωB97M-V functional and the def2-TZVPD basis.

```
38
Properties=species:S:1:pos:R:3
C -3.7289 -0.0180 1.8335
C -3.0296 -1.2303 1.8272
C -1.6396 -1.2296 1.8727
C -0.9335 -0.0121 1.9468
C 0.5058 -0.0119 2.1229
S 1.4270 1.4386 2.0694
C 3.0575 0.6755 1.6770
C 3.0955 -0.7522 2.1861
S 1.4029 -1.4721 2.2448
C -1.6454 1.2038 1.8831
C -3.0368 1.1986 1.8569
H -4.8164 -0.0201 1.7949
H -3.5673 -2.1775 1.7787
H -1.0854 -2.1659 1.8440
H 3.1822 0.7220 0.5876
H 3.8186 1.2964 2.1614
H 3.6857 -1.3994 1.5264
H 3.4941 -0.8053 3.2078
H -1.0971 2.1443 1.8465
H -3.5798 2.1437 1.8409
O 1.6583 -2.1207 6.1402
C 1.5837 -1.0283 7.0304
C 1.4130 0.2077 6.1554
C 1.2627 1.4973 6.9828
C 0.0959 2.2639 6.3376
C -0.6869 1.1967 5.5272
N 0.2243 0.1152 5.3786
H 1.8815 -2.9160 6.6518
H 0.6881 -1.1218 7.6689
H 2.4930 -0.9146 7.6442
H 2.2623 0.2850 5.4496
H 0.9880 1.1972 8.0025
H 2.2033 2.0561 7.0234
H -0.5374 2.7438 7.0885
H 0.4896 3.0257 5.6533
H -1.5875 0.8826 6.0915
H -1.0439 1.5739 4.5553
H -0.0757 -0.7725 4.9965
```

DFT total energy	-1471.5788	Eh
total charge	+1
gap between HOMO and LUMO	5.643	eV
energy above the lowest of the compared OMol25 structures with the same formula, charge and spin	0.0	kcal per mole

natural (NBO) population analysis, charges in e, atoms 1 to 6: number 1, C, carries -0.119; number 2, C, carries -0.211; number 3, C, carries -0.141; number 4, C, carries -0.119; number 5, C, carries -0.203; number 6, S, carries 0.464

***

(3)
Below is a 2-piece molecular cluster, C11H14N4 overall, with properties calculated with the ωB97M-V functional and the def2-TZVPD basis.

```
29
Properties=species:S:1:pos:R:3
C -2.6818 1.2629 2.0323
C -1.7772 2.0905 1.4622
C -2.4977 -0.0168 1.8784
C -0.8615 1.6285 0.6128
C -1.5996 -0.5852 0.9399
C -0.7013 0.2557 0.3921
C 1.4821 0.9309 -2.2901
C 1.7281 0.3853 -1.0465
C 1.2288 -0.9040 -0.7048
C -0.6274 -1.6390 -2.3808
C 2.2726 -1.1868 1.5732
N 0.4044 -3.0320 -0.7542
N 1.1577 -2.9703 0.2159
N 0.3845 -1.7954 -1.3521
N 1.7322 -1.6824 0.3481
H -3.3663 1.5537 2.7982
H -1.7859 3.1576 1.6533
H -3.1196 -0.8075 2.4280
H -0.3324 2.2626 -0.0141
H -1.6136 -1.6214 0.7783
H 2.2165 1.5866 -2.6208
H 1.0113 0.2303 -2.9780
H 2.4340 0.7649 -0.3115
H -0.2282 -1.2645 -3.3323
H -0.9002 -2.7275 -2.5163
H -1.4247 -0.9729 -1.9767
H 2.3502 -1.9961 2.2867
H 3.1360 -0.6450 1.3170
H 1.4644 -0.5507 2.1295
```

DFT total energy	-646.3318	Eh
total charge	0
gap between HOMO and LUMO (alpha / beta)	6.463 / 7.484	eV
energy above the lowest of the compared OMol25 structures with the same formula, charge and spin	115.2	kcal per mole

natural (NBO) population analysis, charges in e, atoms 1 to 6: number 1, C, carries -0.269; number 2, C, carries -0.189; number 3, C, carries -0.180; number 4, C, carries -0.311; number 5, C, carries -0.342; number 6, C, carries -0.093

***

(4)
Below is C21H38F12KN2O12S4 as an isolated structure, with properties calculated with the ωB97M-V functional and the def2-TZVPD basis.

```
90
Properties=species:S:1:pos:R:3
K 1.3578 -1.5332 -2.5662
C 2.2017 0.0619 0.5699
C 2.1881 1.5740 0.4164
C 1.4646 2.2851 1.5362
N 1.6425 3.7713 1.4235
C 1.0118 4.3358 0.1980
C 3.0917 4.2352 1.4485
C 3.0200 5.6378 2.0637
C 1.6073 5.8294 2.6125
C 1.0729 4.4263 2.6583
H 2.9002 -0.1880 1.3737
H 2.5993 -0.3637 -0.3365
H 1.2259 -0.3874 0.7495
H 1.6111 1.6970 -0.5043
H 3.2076 1.9332 0.2848
H 1.7788 1.9892 2.5395
H 0.3904 2.0977 1.5024
H 0.9274 5.4136 0.1346
H -0.0176 3.9652 0.1568
H 1.4579 3.8247 -0.6510
H 3.4878 4.2439 0.4343
H 3.7444 3.5240 1.9510
H 3.3327 6.4470 1.4035
H 3.7754 5.7147 2.8506
H 0.9843 6.4630 1.9795
H 1.5567 6.3419 3.5734
H -0.0083 4.3397 2.5611
H 1.4423 3.8915 3.5311
C -2.4337 -2.2965 -2.1854
C -2.6625 -2.6558 -0.7247
C -2.4857 -1.3777 0.0607
N -2.9343 -1.4232 1.5153
C -4.3730 -1.7368 1.7333
C -4.7843 -1.8492 3.1793
C -3.9846 -2.9735 3.8740
C -2.4884 -2.6732 3.7160
C -2.0392 -2.3785 2.2750
C -2.6494 -0.0222 2.0499
H -1.4390 -1.8685 -2.1465
H -2.9625 -1.5426 -2.7695
H -2.5036 -3.2048 -2.7841
H -1.9549 -3.4252 -0.4233
H -3.6839 -3.0534 -0.6701
H -3.0649 -0.5710 -0.3810
H -1.4204 -1.1618 0.1333
H -4.4772 -2.7381 1.2989
H -5.0434 -1.1028 1.1552
H -5.8593 -2.0083 3.2144
H -4.4822 -0.9185 3.6681
H -4.1681 -3.8779 3.2856
H -4.3024 -3.0864 4.9056
H -1.9683 -3.5752 4.0396
H -2.2065 -1.8569 4.3854
H -2.1202 -3.3142 1.7200
H -0.9988 -2.0639 2.2343
H -2.7337 -0.0551 3.1288
H -3.3948 0.6084 1.5723
H -1.6517 0.2292 1.7018
C 5.5877 -1.0342 -1.1019
F 4.6929 -1.6631 -0.3590
F 6.3735 -0.3029 -0.2952
F 6.3925 -1.9256 -1.6920
S 4.8007 0.1158 -2.3963
O 4.3562 1.2212 -1.5593
O 5.8928 0.4017 -3.3040
O 3.6986 -0.6653 -2.9471
C 0.9600 -5.3669 0.9223
F -0.2311 -5.5848 0.3252
F 0.8312 -5.6354 2.2222
F 1.8319 -6.2150 0.3778
S 1.5207 -3.6013 0.6114
O 1.6979 -3.4875 -0.8429
O 0.4514 -2.7155 1.1238
O 2.7353 -3.4206 1.3940
C -1.2471 3.1312 -2.5678
F -1.0033 2.9538 -3.8454
F -0.4209 4.0660 -2.1070
F -2.4851 3.5825 -2.4012
S -1.0821 1.4620 -1.6843
O -0.9929 1.8285 -0.2816
O -2.2971 0.7720 -2.0527
O 0.1364 0.8873 -2.2313
C -1.2118 -1.1076 -6.8252
F -2.1584 -1.9921 -7.1424
F -0.9131 -0.4405 -7.9556
F -1.5990 -0.1461 -5.9687
S 0.2674 -2.0289 -6.1166
O 1.3702 -1.0969 -6.1904
O -0.1358 -2.4130 -4.7730
O 0.3963 -3.1766 -6.9929
```

DFT total energy	-5226.6296	Eh
total charge	-1
gap between HOMO and LUMO	6.931	eV
energy above the lowest of the compared OMol25 structures with the same formula, charge and spin	13.0	kcal per mole

Mulliken population analysis, charges in e, atoms 1 to 6: number 1, K, carries 1.296; number 2, C, carries -0.277; number 3, C, carries 0.513; number 4, C, carries -1.101; number 5, N, carries 0.679; number 6, C, carries -1.118